Entry i
# C5H8O2

A structure of composition C5H8O2 (wB97M-V/def2-TZVPD, the OMol25 dataset).

Computed properties:
Net charge = 0
E_LUMO = 1.02 eV

Positions of all 15 atoms, in Å:
O 2.64 0.63 0.71
C 1.67 0.16 -0.20
C 0.41 -0.28 0.50
O -0.40 0.81 1.01
C -1.57 0.20 0.47
C -1.52 0.21 -1.02
C -0.78 -0.86 -0.25
H 2.25 0.62 1.59
H 1.44 0.93 -0.94
H 2.08 -0.71 -0.74
H 0.68 -0.93 1.34
H -2.46 0.16 1.09
H -1.01 1.01 -1.55
H -2.41 -0.17 -1.52
H -0.97 -1.92 -0.37


Entry ii
# C5H8O2

A cluster of 2 separate species, C5H8O2 in total (wB97M-V/def2-TZVPD, the OMol25 dataset).

Computed properties:
Net charge = 0
E_LUMO = 0.56 eV

Positions of all 15 atoms, in Å:
C 0.77 -2.04 1.07
C 0.02 -0.94 1.00
O 0.46 0.27 1.42
C -0.07 1.41 0.76
C 0.18 1.67 -0.69
C -1.03 1.33 -0.34
O -2.30 1.03 -0.63
H 1.80 -2.00 1.43
H 0.35 -3.00 0.79
H -1.01 -0.96 0.63
H -0.08 2.22 1.50
H 0.92 1.93 -1.43
H -2.41 1.07 -1.59
H 1.09 -1.15 -1.67
H 1.22 -1.04 -2.39


Quick one: most stable of them? entry i


Entry i
# C5H8O2

The molecule C5H8O2 (wB97M-V/def2-TZVPD, the OMol25 dataset).

Computed properties:
Net charge = 0
E_LUMO = 1.00 eV

Positions of all 15 atoms, in Å:
C -1.17 0.73 0.38
O -1.07 0.99 -1.01
C 0.20 0.44 -1.24
C 0.08 -1.00 -0.84
C -0.33 -0.59 0.59
C 0.99 0.02 0.99
O 1.20 0.88 -0.18
H -2.20 0.78 0.73
H -0.59 1.55 0.82
H 0.49 0.75 -2.25
H 1.10 -1.42 -0.88
H -0.61 -1.64 -1.39
H -0.78 -1.36 1.22
H 0.90 0.59 1.93
H 1.79 -0.71 1.13


Entry ii
# C5H8O2

The molecule C5H8O2 (wB97M-V/def2-TZVPD, the OMol25 dataset).

Computed properties:
Net charge = 0
E_LUMO = 1.08 eV

Positions of all 15 atoms, in Å:
C 1.54 -0.31 -0.03
C 1.12 1.03 -0.61
O -0.30 1.21 -0.71
C -1.13 0.13 -0.48
C -1.71 -0.06 0.90
C -0.64 -0.99 0.40
O 0.63 -0.80 0.93
H 1.72 -1.08 -0.81
H 2.49 -0.19 0.50
H 1.49 1.84 0.03
H 1.58 1.15 -1.60
H -1.78 -0.13 -1.32
H -1.40 0.65 1.66
H -2.73 -0.42 1.00
H -0.89 -2.02 0.15


Quick one: most stable of them? entry i